Density functional theory data (wB97M-V/def2-TZVPD) for a 7-piece molecular cluster, C49H43NO17P overall in a non-equilibrium geometry.

```
111
Properties=species:S:1:pos:R:3:forces:R:3
P -2.4739 1.5817 -1.0411 -0.73 -0.02 -0.92
O -0.4581 -0.2931 -3.6991 0.15 -0.01 -0.03
O 9.7894 -4.5057 -5.1907 0.01 0.00 -0.02
O 3.3838 1.6369 -0.1864 0.20 0.02 -0.03
O 7.8599 -4.1737 -0.2712 0.00 -0.02 0.04
O 7.4856 1.0003 0.2853 0.02 -0.03 0.00
O -5.8605 -5.7022 3.4207 0.00 -0.03 0.01
O -1.6930 -3.2848 1.2322 0.23 -0.14 0.07
O -4.6902 -2.3912 -2.1635 -0.24 -0.35 -0.04
O 3.7651 -2.0161 -1.9561 0.10 -0.31 -0.07
O 2.0912 6.6962 0.6714 0.04 0.05 -0.01
O -2.3540 0.1855 0.1370 0.99 0.36 0.25
O -1.7615 6.5263 4.2595 0.00 -0.02 0.01
O -2.9095 0.7048 2.2342 -0.22 0.01 0.20
O -1.7519 2.6741 0.0911 0.53 -0.11 -0.15
O -4.0140 1.9630 -0.3370 0.02 0.25 -0.36
O -7.8279 0.4987 -5.2944 -0.03 -0.01 -0.02
O -5.5951 2.9987 5.2226 -0.01 -0.02 0.03
N -0.6344 -1.3030 -1.6364 0.40 0.50 -0.21
C -0.6115 -0.1618 -2.5015 -0.18 -0.01 -0.26
C -0.4535 0.0721 3.2774 0.19 -0.03 -0.12
C 9.6006 -4.9114 -1.6725 0.02 0.00 -0.02
C -2.6336 5.7094 4.4725 0.02 0.03 -0.01
C 8.2997 -4.2488 -1.3976 -0.04 0.03 -0.03
C 0.5158 -2.1543 -1.8628 -0.39 -0.48 0.23
C -6.6480 -1.5119 -4.9867 0.01 -0.02 0.01
C 0.8186 -0.1510 3.7863 -0.06 0.08 -0.17
C -5.4109 -1.7374 -2.8825 0.03 0.30 0.10
C 3.0919 2.7977 0.0089 -0.36 0.07 0.11
C 1.3643 4.4563 0.5411 0.03 0.04 0.01
C -5.8603 -2.2439 -4.2050 -0.02 -0.02 0.00
C -5.8607 -0.3810 -2.4706 0.00 0.00 0.04
C -4.7118 3.7960 4.9921 0.03 0.06 -0.02
C 0.3907 -0.1499 1.0423 0.16 0.05 0.13
C 5.3342 -1.7785 -0.2111 0.03 -0.02 0.00
C 4.6411 -1.3487 -1.4523 -0.18 0.26 0.14
C -2.5270 4.3094 4.0014 0.00 0.00 0.01
C -2.6417 -3.8434 1.7315 -0.16 0.15 0.08
C 3.7817 5.1438 0.1632 0.03 -0.02 -0.01
C 9.3445 -4.4291 -4.0661 -0.01 0.00 0.02
C -4.9058 -5.1446 2.9185 -0.01 0.06 0.00
C 1.6928 3.1852 0.3238 0.03 -0.03 -0.03
C 4.1127 3.8749 -0.0540 0.03 -0.01 0.02
C -0.6784 0.0885 1.8987 0.28 -0.13 0.09
C 6.6469 0.2931 -0.2357 -0.06 0.07 0.04
C 8.0433 -3.7688 -3.7915 0.00 0.01 0.01
C -3.8586 6.0879 5.2255 -0.03 -0.01 0.01
C -4.6867 -3.6870 3.0786 0.02 -0.03 0.00
C -4.0095 3.1987 0.3352 -0.41 -0.66 0.35
C -2.0750 0.3701 1.4122 -0.46 0.02 -0.09
C -2.6064 3.7673 0.1783 -0.53 0.82 0.03
C -6.6475 0.3479 -3.2584 -0.02 -0.03 -0.03
C -2.8623 -5.3036 1.5668 0.00 -0.02 0.00
C 2.3809 5.5352 0.4767 -0.09 -0.08 0.02
C 6.2732 -1.0200 0.3473 -0.03 0.01 0.00
C 5.0235 -0.0454 -2.0387 0.12 -0.01 -0.14
C -4.8208 5.2029 5.4657 0.02 0.02 -0.01
C 1.8919 -0.3538 2.9208 -0.28 0.00 -0.07
C 7.5592 -3.6845 -2.5555 0.01 -0.01 -0.01
C 1.6695 -0.3607 1.5480 -0.03 -0.04 0.36
C -3.9120 -5.9054 2.1179 0.03 0.00 -0.01
C 10.0842 -4.9951 -2.9082 -0.01 0.00 0.02
C -7.1058 -0.1592 -4.5729 0.03 0.04 0.05
C -0.7835 1.1941 -1.8903 -0.26 0.02 0.14
C -3.4888 3.4201 4.2395 0.03 -0.20 -0.05
C -3.6373 -3.0809 2.5289 -0.01 0.02 0.02
C -1.9309 -1.9698 -1.6999 0.59 0.09 0.10
C 5.9462 0.7181 -1.4692 0.17 -0.01 -0.10
H -5.5113 -3.2302 -4.4840 0.02 0.00 0.01
H -4.7820 3.8726 -0.0498 0.06 0.07 -0.20
H -5.5004 -0.0264 -1.5104 0.05 0.04 -0.02
H 2.5022 -0.5217 0.8775 -0.04 0.00 -0.09
H -6.9926 -1.8556 -5.9540 -0.01 0.03 -0.01
H 6.2219 1.6882 -1.8634 0.02 0.00 0.01
H 0.3522 4.7635 0.7722 -0.02 -0.03 -0.02
H 0.2234 -0.1894 -0.0207 -0.17 -0.08 0.04
H -1.2882 0.2325 3.9432 -0.08 0.05 0.01
H 0.9697 2.3776 0.3648 -0.01 0.12 0.07
H -2.5862 4.3899 -0.7270 0.22 -0.16 -0.15
H -2.6575 2.6223 -2.0152 0.11 0.15 0.19
H -1.6296 4.0512 3.4527 0.00 -0.01 -0.01
H -2.6869 -1.2160 -1.8593 -0.16 -0.10 0.04
H 11.0291 -5.4725 -3.1341 0.00 0.00 -0.03
H 5.0329 -2.7322 0.2031 0.00 -0.01 -0.02
H 10.1208 -5.3148 -0.8130 -0.02 0.01 0.02
H 6.6117 -3.2106 -2.3332 -0.01 -0.02 0.01
H 0.9640 -0.1500 4.8582 0.08 -0.03 0.05
H -2.1247 -5.8342 0.9780 0.01 0.02 -0.01
H 0.6067 -2.8404 -1.0176 0.00 -0.01 0.08
H -2.1162 -2.4462 -0.7436 -0.15 -0.16 -0.12
H -3.4534 -2.0165 2.6254 -0.01 0.03 -0.04
H -5.7219 5.4543 6.0112 -0.01 -0.03 -0.01
H 4.5041 5.9495 0.1253 -0.01 0.02 0.00
H -3.1398 0.6886 -1.9324 -0.02 -0.16 0.33
H -6.9842 1.3392 -2.9838 0.02 0.01 -0.01
H 5.1268 3.5674 -0.2788 0.01 -0.02 0.02
H -3.9138 7.1164 5.5598 0.03 0.01 -0.02
H -5.4263 -3.1543 3.6624 -0.01 -0.01 -0.01
H -2.3555 4.4555 0.9890 0.22 -0.28 0.28
H -0.7604 1.8886 -2.7281 0.01 0.10 -0.01
H -4.2628 2.9940 1.3817 0.17 0.12 0.15
H 2.8874 -0.5110 3.3155 0.04 -0.02 0.01
H 7.5207 -3.3670 -4.6502 0.01 -0.01 -0.01
H 1.4195 -1.5541 -1.8946 0.08 0.00 -0.15
H 6.7956 -1.3109 1.2495 0.02 0.01 0.00
H -1.9473 -2.6922 -2.5245 -0.12 -0.07 -0.03
H 4.4843 0.2523 -2.9289 -0.03 -0.02 0.01
H 0.4272 -2.7696 -2.7672 0.13 0.13 -0.17
H 0.0654 1.4507 -1.2551 -0.07 -0.25 0.15
H -4.0973 -6.9672 2.0141 -0.02 0.00 0.01
H -3.4175 2.3935 3.8906 -0.05 0.03 -0.05
```
Forces are in eV/Å.

calculated total energy = -3568.05832 Eh
frontier orbital gap = 5.2 eV
net charge = -1
HOMO energy = -5.6 eV



Density functional theory data (wB97M-V/def2-TZVPD) for C49H44GaN6O4PS as an isolated structure.

```
106
Properties=species:S:1:pos:R:3:forces:R:3
Ga 0.7825 -1.6504 -1.1820 0.08 0.14 0.49
S -0.8536 -2.9076 -3.5611 0.06 0.10 -0.21
P 1.1661 1.6477 -1.3683 -0.12 -0.23 -0.05
O 2.6995 -1.4611 -1.0841 -0.29 0.10 -0.10
O -0.4552 -1.7368 -2.6130 -0.16 0.15 -0.14
O 0.5843 0.2298 -1.1972 0.35 0.14 0.04
O 2.5251 -0.4007 3.4202 -0.13 0.19 -0.04
N 0.4573 -1.0519 4.1406 -0.04 0.19 0.04
N 5.0878 -5.3601 0.3498 -0.14 0.30 -0.09
N 1.0183 -3.7336 -1.4105 -0.63 -0.41 -0.14
N 4.8277 -1.8271 -0.5050 0.12 0.10 0.06
N 1.8691 0.1834 5.5135 -0.25 0.12 -0.01
N -0.0384 -1.9709 0.6157 0.12 0.11 -0.05
C -2.1940 4.5302 -0.3157 0.02 0.02 -0.02
C -3.7722 -1.3378 -0.1932 -0.11 0.06 0.00
C 2.4737 2.4143 -5.6724 0.02 0.04 -0.04
C -2.9125 1.0921 -5.0081 0.03 -0.01 0.04
C 0.1606 4.0700 -0.4749 -0.11 -0.02 0.02
C -3.9407 0.7932 -5.8923 -0.01 0.01 -0.02
C -1.4587 2.3480 -1.0054 0.01 -0.01 0.02
C -1.8928 -1.0497 -5.4490 -0.06 -0.12 0.10
C 1.3580 0.2590 7.8770 0.07 -0.13 0.05
C -4.2519 -2.3863 0.5833 -0.21 0.06 -0.21
C 2.6402 2.0343 -0.4264 -0.09 -0.11 -0.11
C -1.1921 1.2049 7.3948 0.01 -0.03 0.02
C 5.0169 2.4153 -0.3665 0.09 0.00 0.02
C 0.4968 0.5220 8.9309 0.03 0.04 0.06
C 3.8775 2.0721 -1.0763 0.00 0.00 0.05
C 2.5535 2.3508 0.9281 0.02 -0.12 0.06
C -2.6482 -3.1771 -3.3132 0.07 0.02 0.08
C -0.0435 -1.6118 2.9778 0.16 0.07 -0.14
C -0.7984 0.9792 8.7122 -0.08 0.02 0.00
C -0.8250 -2.0795 -5.2029 -0.29 0.00 0.14
C -3.1424 -2.8927 -1.9226 -0.01 0.02 -0.04
C 0.4858 -1.3793 1.7045 -0.03 -0.04 0.22
C 4.9257 2.7309 0.9858 0.05 0.00 -0.12
C -3.2293 -1.5850 -1.4457 -0.07 -0.03 -0.04
C 3.6976 2.7013 1.6282 -0.11 -0.04 0.12
C -1.8938 0.1765 -4.7864 -0.08 -0.02 -0.02
C 2.2006 3.4831 -4.8270 0.01 0.03 0.03
C -3.9484 -0.4257 -6.5554 -0.01 -0.01 -0.01
C -0.1341 2.7668 -0.8797 0.14 0.13 -0.05
C -1.6701 -3.0455 1.9378 0.07 -0.14 0.32
C -0.3357 0.9603 6.3317 0.08 -0.02 -0.09
C 3.3691 -3.7028 -0.6003 0.05 0.07 0.11
C 0.9404 0.4521 6.5677 -0.03 -0.07 -0.07
C 1.8948 0.8705 -3.9266 -0.02 0.09 0.02
C -1.1589 -2.4478 3.0688 0.03 -0.03 0.04
C -4.1698 -3.6892 0.1112 -0.17 0.04 -0.09
C -2.9308 -1.3428 -6.3329 0.05 -0.06 -0.02
C -1.0815 -2.8001 0.7176 0.23 -0.04 -0.06
C 1.6746 -0.3953 4.2946 0.23 -0.25 0.02
C -0.8750 4.9478 -0.1910 0.00 0.03 0.00
C -2.4859 3.2326 -0.7187 -0.04 -0.03 -0.01
C 2.3195 1.1105 -5.2258 -0.02 -0.09 0.02
C 4.3135 -4.6171 -0.0717 0.03 -0.27 -0.03
C 2.0757 -3.9722 -0.9962 0.51 0.17 0.02
C 1.6100 1.9384 -3.0805 -0.08 -0.02 0.00
C -3.6030 -3.9420 -1.1308 -0.06 -0.07 -0.05
C -1.7420 1.2502 9.8553 0.07 0.01 -0.09
C 1.7674 3.2498 -3.5318 -0.07 -0.04 -0.03
C 3.6171 -2.3040 -0.7377 -0.03 -0.33 0.08
H 1.1898 4.3952 -0.3720 -0.05 0.00 0.00
H 1.5493 4.0849 -2.8747 0.02 -0.03 -0.06
H 2.8151 2.6010 -6.6825 -0.02 0.00 0.02
H -2.5242 -3.7052 1.9927 0.23 0.03 0.09
H -4.7106 -2.1845 1.5448 0.05 -0.01 -0.05
H 2.8288 0.4246 5.6948 0.11 0.06 -0.12
H -2.7398 0.8725 9.6311 0.01 0.01 0.03
H -1.6713 1.3317 -1.3205 -0.01 0.07 0.02
H -2.8993 2.0452 -4.4915 0.01 -0.04 -0.04
H -2.8967 -0.7614 -2.0672 -0.01 -0.03 -0.02
H 4.9745 -0.8336 -0.5085 0.02 0.14 0.01
H -3.5166 2.9117 -0.8133 0.04 0.03 0.01
H 5.9750 2.4628 -0.8720 -0.07 -0.01 0.03
H -1.4310 -3.2733 -0.1877 0.05 0.03 0.06
H 2.3611 -0.1064 8.0748 -0.09 -0.01 -0.02
H 5.8163 3.0167 1.5320 -0.04 -0.02 -0.01
H -1.8293 2.3234 10.0363 0.00 -0.02 0.01
H -3.1730 -2.5709 -4.0458 -0.02 0.12 -0.09
H 1.5932 2.3310 1.4308 0.03 0.02 0.02
H 2.3317 4.4993 -5.1764 -0.03 -0.04 0.00
H -0.0598 -1.2248 4.9876 -0.14 0.04 0.06
H 2.5377 0.2804 -5.8868 0.02 0.04 0.02
H -2.9380 -2.2921 -6.8609 -0.01 0.06 0.03
H -2.7787 -4.2323 -3.5583 0.02 0.02 -0.06
H -0.6526 5.9584 0.1286 -0.02 -0.05 -0.02
H -2.1823 1.6009 7.1970 0.03 -0.03 -0.01
H 1.3507 -0.7491 1.5743 0.04 0.07 -0.05
H -1.1039 0.4151 -4.0925 0.21 0.06 0.09
H -1.3948 0.7814 10.7750 -0.01 0.01 -0.02
H -0.6520 1.1951 5.3228 0.01 -0.03 -0.02
H 0.1859 -1.6736 -5.2479 0.05 -0.02 0.03
H 1.7983 -0.1420 -3.5601 -0.01 -0.10 -0.03
H -3.5497 -4.9605 -1.5027 -0.01 0.06 0.03
H -4.5684 -4.5087 0.6990 0.05 0.03 -0.04
H -4.7463 -0.6654 -7.2472 0.04 0.02 0.02
H -3.8513 -0.3183 0.1693 0.02 -0.07 -0.03
H 0.8402 0.3644 9.9472 -0.01 -0.02 -0.06
H -2.9981 5.2235 -0.1035 0.02 -0.03 0.02
H 5.5770 -2.4405 -0.2293 0.04 -0.01 0.02
H 3.9408 1.8628 -2.1368 0.05 -0.01 0.04
H -4.7297 1.5128 -6.0709 0.02 -0.04 0.01
H -0.9008 -2.9045 -5.9148 0.07 -0.01 0.02
H -1.6034 -2.6386 4.0401 0.01 -0.02 -0.05
H 3.6268 2.9574 2.6769 0.00 -0.03 -0.01
```
Forces are in eV/Å.

calculated total energy = -5187.16432 Eh
frontier orbital gap = 7.7 eV
net charge = +2
HOMO energy = -12.4 eV



Q: Among the records above, which one has the highest net charge?
A: C49H44GaN6O4PS



Q: Look up the frontier orbital gap of the first one.
A: 5.2 eV